(1)
C36H26BF5N11ORhS2 as an isolated structure, computed with the ωB97M-V functional and the def2-TZVPD basis.

## Properties
Multiplicity ... 2
DFT total energy ... -95127.7989 eV
LUMO energy (spin up / spin down) ... -0.1479 / -0.2288 hartree
Expectation value of S² ... 0.777
Frontier orbital gap (spin up / spin down) ... 6.261 / 4.056 eV
Relative energy (zero: lowest compared OMol25 entry of this formula, charge and spin) ... 152.1 kJ/mol
Net charge ... +1

Element x y z (Å)
1 Rh 0.1095 0.0045 0.1359
2 C -1.7423 -2.0027 -3.0956
3 C -0.6520 -1.6653 -2.3005
4 N -1.0534 -0.8896 -1.2983
5 N -2.3791 -0.6937 -1.4242
6 C -2.8124 -1.3637 -2.5041
7 B -3.0243 0.2271 -0.3559
8 N -2.2803 1.5740 -0.4675
9 C -2.7270 2.8109 -0.7275
10 C -1.6630 3.6895 -0.6589
11 C -0.5632 2.8994 -0.3381
12 N -0.9603 1.6338 -0.2292
13 N -2.6444 -0.3696 1.0185
14 C -3.3985 -0.8776 2.0037
15 C -2.5668 -1.3156 3.0173
16 C -1.2766 -1.0370 2.5763
17 N -1.3526 -0.4658 1.3786
18 N -4.5122 0.4402 -0.4263
19 C -5.5300 0.0437 -1.2430
20 C -6.6871 0.6041 -0.7833
21 C -6.2912 1.3511 0.3456
22 N -4.9955 1.2537 0.5582
23 H -1.7551 -2.6186 -3.9772
24 H 0.3844 -1.9266 -2.4087
25 H -3.8389 -1.3520 -2.8130
26 H -3.7658 2.9928 -0.9404
27 H -1.6829 4.7542 -0.8071
28 H 0.4679 3.1696 -0.1833
29 H -4.4721 -0.8781 1.9322
30 H -2.8551 -1.7625 3.9517
31 H -0.3243 -1.2134 3.0452
32 H -5.3961 -0.6052 -2.0872
33 H -7.6747 0.4935 -1.1958
34 H -6.8995 1.9490 1.0059
35 F 5.2017 2.4912 -5.6403
36 C 4.4120 2.0431 -4.6985
37 C 4.2685 0.6655 -4.5223
38 F 4.9197 -0.1663 -5.3161
39 C 3.4545 0.1942 -3.5251
40 F 3.3273 -1.1105 -3.3610
41 C 2.7571 1.0832 -2.6698
42 S 1.8320 0.4905 -1.4107
43 C 2.9061 2.4745 -2.8948
44 F 2.2567 3.3294 -2.1332
45 C 3.7232 2.9475 -3.8915
46 F 3.8663 4.2440 -4.0949
47 O 0.7894 -1.8944 0.7694
48 S 1.5517 -3.2149 0.7391
49 C 3.3114 -2.7889 0.4700
50 C 4.1834 -3.5903 1.4009
51 C 4.9575 -4.6364 0.9174
52 C 5.7057 -5.4112 1.7935
53 C 5.6737 -5.1473 3.1540
54 C 4.9014 -4.1001 3.6421
55 C 4.1563 -3.3268 2.7683
56 C 1.2209 -4.0099 -0.8491
57 C 1.8323 -5.3866 -0.8318
58 C 2.7544 -5.7516 -1.8056
59 C 3.3409 -7.0089 -1.7791
60 C 3.0204 -7.9024 -0.7684
61 C 2.0996 -7.5440 0.2077
62 C 1.5053 -6.2930 0.1748
63 H 3.3415 -1.7207 0.6947
64 H 3.5588 -2.9657 -0.5759
65 H 4.9800 -4.8460 -0.1459
66 H 6.3148 -6.2200 1.4116
67 H 6.2498 -5.7568 3.8377
68 H 4.8838 -3.8833 4.7016
69 H 3.5597 -2.5034 3.1485
70 H 1.6398 -3.3882 -1.6388
71 H 0.1321 -4.0289 -0.9308
72 H 3.0074 -5.0547 -2.5974
73 H 4.0474 -7.2904 -2.5488
74 H 3.4860 -8.8785 -0.7408
75 H 1.8418 -8.2418 0.9930
76 H 0.7809 -6.0200 0.9336
77 N 1.1555 0.8038 1.6175
78 C 1.5306 0.9967 2.7016
79 C 2.0498 1.1654 3.9529
80 C 3.2645 0.4834 4.2462
81 N 4.2245 -0.1179 4.4596
82 C 1.3470 1.9265 4.9281
83 N 0.7656 2.5300 5.7177

Atom charges from the Mulliken analysis, given in e for atoms 1 to 5:
1 Rh -0.54
2 C -2.00
3 C -0.55
4 N 0.66
5 N 0.50


(2)
C36H26Cl2N4NiO9 as an isolated structure, computed with the ωB97M-V functional and the def2-TZVPD basis.

## Properties
Multiplicity ... 3
DFT total energy ... -128231.8722 eV
LUMO energy (spin up / spin down) ... 0.1479 / 0.1479 hartree
Expectation value of S² ... 2.006
Frontier orbital gap (spin up / spin down) ... 5.416 / 5.471 eV
Relative energy (zero: lowest compared OMol25 entry of this formula, charge and spin) ... 0.0 kJ/mol
Net charge ... -2

Element x y z (Å)
1 Ni -1.0519 -0.2258 -0.8738
2 Cl -2.4106 -0.2390 3.9217
3 C -2.7392 -1.6390 2.9249
4 C -3.4415 -2.7028 3.5053
5 C -3.7314 -3.8213 2.7832
6 Cl -4.6294 -5.1260 3.5487
7 C -3.3214 -3.9277 1.4292
8 C -3.5637 -5.0514 0.6064
9 C -3.1202 -5.0507 -0.6849
10 C -2.4195 -3.9251 -1.1655
11 N -2.1782 -2.8752 -0.4315
12 C -2.6159 -2.8458 0.8468
13 C -2.3012 -1.6319 1.5924
14 O -1.6645 -0.6666 1.0711
15 H -3.7579 -2.6259 4.5374
16 H -4.0995 -5.8992 1.0135
17 H -3.2962 -5.8976 -1.3368
18 H -2.0460 -3.9002 -2.1877
19 O -4.3075 2.7814 -5.1779
20 C -3.6583 2.2162 -4.3201
21 C -2.1923 2.4273 -4.0336
22 O -1.4365 3.1984 -4.6166
23 C -1.8752 1.5338 -2.9237
24 C -3.0045 0.7278 -2.6038
25 O -2.9185 -0.2062 -1.7396
26 C -4.1796 1.1887 -3.3409
27 O -5.3465 0.8506 -3.2058
28 O -0.7825 1.4089 -2.2981
29 C 1.4249 -1.3181 2.7824
30 O 2.6402 -0.5863 2.5508
31 C 2.6509 0.7010 3.0051
32 C 2.6721 0.9825 4.3629
33 C 2.8146 2.2853 4.8223
34 C 2.9529 3.3132 3.8978
35 C 2.9196 3.0338 2.5413
36 C 2.7477 1.7320 2.0688
37 N 2.7266 1.5044 0.6845
38 C 1.7384 0.6221 0.1183
39 N 2.2654 -0.4953 -0.4097
40 C 1.6767 -1.4484 -1.2843
41 C 0.3493 -1.3908 -1.7002
42 C -0.0072 -2.3163 -2.6897
43 C 0.8612 -3.2819 -3.1856
44 C 2.1641 -3.3470 -2.7006
45 C 2.5642 -2.4121 -1.7674
46 O 3.8680 -2.4078 -1.2722
47 C 4.8249 -2.0093 -2.2389
48 N 0.5036 0.9534 0.0471
49 C 0.0832 2.2483 0.4057
50 C -0.8528 2.4547 1.4057
51 C -1.3862 3.7210 1.6213
52 C -1.0020 4.7836 0.8162
53 C -0.0631 4.5881 -0.1919
54 C 0.4926 3.3324 -0.3767
55 O 1.4590 3.0662 -1.3012
56 C 1.3091 3.6755 -2.5813
57 H 1.5514 -2.2830 2.2953
58 H 0.5724 -0.8089 2.3379
59 H 1.2539 -1.4644 3.8514
60 H 2.5909 0.1543 5.0579
61 H 2.8235 2.4903 5.8857
62 H 3.0655 4.3389 4.2292
63 H 2.9905 3.8398 1.8173
64 H 2.6770 2.3747 0.1688
65 H 3.2154 -0.6801 -0.1377
66 H -1.0189 -2.2737 -3.0859
67 H 0.5289 -3.9935 -3.9346
68 H 2.8636 -4.1018 -3.0427
69 H 5.8072 -2.0788 -1.7724
70 H 4.6479 -0.9789 -2.5628
71 H 4.7980 -2.6564 -3.1180
72 H -1.1927 1.5958 1.9740
73 H -2.1261 3.8587 2.4007
74 H -1.4430 5.7639 0.9504
75 H 0.2288 5.4092 -0.8331
76 H 2.0370 3.1998 -3.2333
77 H 1.5105 4.7502 -2.5411
78 H 0.3103 3.4842 -2.9777

Atom charges from the Mulliken analysis, given in e for atoms 1 to 5:
1 Ni 1.72
2 Cl -0.29
3 C 0.64
4 C -0.67
5 C 0.73


(3)
C36H26F10N6O4Pt as an isolated structure, computed with the ωB97M-V functional and the def2-TZVPD basis.

## Properties
Multiplicity ... 5
DFT total energy ... -85295.0532 eV
LUMO energy (spin up / spin down) ... -0.0064 / -0.1014 hartree
Expectation value of S² ... 6.089
Frontier orbital gap (spin up / spin down) ... 6.434 / 5.294 eV
Relative energy (zero: lowest compared OMol25 entry of this formula, charge and spin) ... 259.3 kJ/mol
Net charge ... 0

Element x y z (Å)
1 Pt 0.4088 0.9315 -0.6818
2 C 0.9070 -2.9948 1.7342
3 N -0.1326 -2.0125 1.4563
4 C -0.7532 -2.1943 0.1494
5 C 0.1875 -1.9662 -1.0774
6 N -0.0693 -0.7251 -1.7833
7 C -0.9708 -0.6929 -2.8093
8 C -1.9351 -1.6800 -3.1079
9 F -2.0685 -2.7668 -2.3286
10 C -2.8155 -1.5680 -4.1671
11 F -3.7213 -2.5228 -4.3780
12 C -2.7658 -0.4757 -5.0112
13 F -3.6030 -0.3743 -6.0389
14 C -1.8188 0.5129 -4.7802
15 F -1.7474 1.5494 -5.6114
16 C -0.9578 0.4074 -3.7132
17 F -0.0536 1.3609 -3.5345
18 C 0.2184 -0.6774 1.8076
19 C -2.2078 0.3041 2.0478
20 N -2.3338 1.1342 0.8975
21 C -3.2207 2.1318 0.9637
22 C -3.3922 3.0111 -0.1572
23 F -2.7048 2.7970 -1.2555
24 C -4.2443 4.0865 -0.1845
25 F -4.3016 4.8509 -1.2644
26 C -5.0685 4.3528 0.9012
27 F -5.9091 5.3623 0.8846
28 C -4.9943 3.5096 2.0006
29 F -5.7830 3.7206 3.0481
30 C -4.1121 2.4563 2.0366
31 F -4.1431 1.7413 3.1630
32 H 1.2513 -2.8863 2.7620
33 H 1.7783 -2.8925 1.0770
34 H 0.4872 -3.9953 1.6173
35 H -1.5875 -1.5016 0.0455
36 H -1.1521 -3.2101 0.1072
37 H 0.1081 -2.8206 -1.7506
38 H 1.2197 -1.9203 -0.7251
39 H 0.4198 -0.0645 0.9037
40 H 1.1335 -0.6466 2.3931
41 H -2.7579 0.6904 2.8978
42 H -2.6014 -0.6900 1.8274
43 C -1.0373 -0.6551 3.9594
44 N -0.8076 0.0888 2.6505
45 C -0.1772 1.3960 2.9385
46 C 0.3670 2.3563 2.0847
47 C 0.9548 3.5453 2.6285
48 C 1.4034 4.3115 1.5680
49 C 1.0884 3.6047 0.4068
50 N 0.4764 2.4339 0.7043
51 C -2.2906 -1.4878 4.1578
52 C -3.1121 -1.1710 5.2365
53 C -4.1821 -1.9836 5.5821
54 C -4.4674 -3.1117 4.8313
55 C -3.6785 -3.4181 3.7325
56 C -2.5902 -2.6233 3.4070
57 H -1.0369 0.0915 4.7493
58 H -0.1677 -1.2933 4.1095
59 H -0.1110 1.6248 3.9886
60 H 1.0284 3.7705 3.6803
61 H 1.9213 5.2549 1.6152
62 H 1.2933 3.8654 -0.6200
63 H -2.9077 -0.2881 5.8307
64 H -4.7854 -1.7409 6.4466
65 H -5.2952 -3.7519 5.1056
66 H -3.8941 -4.2913 3.1309
67 H -1.9639 -2.8926 2.5708
68 O 2.8999 0.4063 0.7896
69 C 3.3255 0.3959 -0.3780
70 O 2.6486 0.5993 -1.4354
71 C 4.7874 0.0728 -0.5746
72 C 5.7179 0.6592 0.2777
73 C 7.0608 0.3608 0.1489
74 C 7.4578 -0.5478 -0.8223
75 C 6.5388 -1.1474 -1.6709
76 C 5.1989 -0.8228 -1.5545
77 N 8.8725 -0.8826 -0.9543
78 O 9.1828 -1.7430 -1.7580
79 O 9.6651 -0.2828 -0.2509
80 H 5.3653 1.3438 1.0362
81 H 7.8012 0.7990 0.8012
82 H 6.8866 -1.8592 -2.4048
83 H 4.4678 -1.2658 -2.2168

Atom charges from the Mulliken analysis, given in e for atoms 1 to 5:
1 Pt 0.66
2 C -1.16
3 N 1.28
4 C -0.32
5 C -1.49


(4)
C36H26F3O3PSSb2Se4Sn as an isolated structure, computed with the ωB97M-V functional and the def2-TZVPD basis.

## Properties
DFT total energy ... -352470.6525 eV
LUMO energy ... 0.1453 hartree
Frontier orbital gap ... 6.262 eV
Relative energy (zero: lowest compared OMol25 entry of this formula, charge and spin) ... 9.0 kJ/mol
Net charge ... -2

Element x y z (Å)
1 Sn 2.4954 -0.4684 -0.2886
2 O -0.4857 -0.2570 3.7046
3 S 0.2601 -0.7462 2.5627
4 O -0.3399 -0.4508 1.2667
5 O 1.6852 -0.4438 2.6102
6 C 0.1139 -2.5454 2.6601
7 C -0.1040 -3.0931 3.9144
8 C -0.2568 -4.4637 4.0653
9 C -0.2093 -5.2837 2.9501
10 C 0.0060 -4.7326 1.6947
11 C 0.1801 -3.3599 1.5265
12 P 0.5490 -2.6461 -0.1410
13 C -1.1073 -2.1908 -0.7742
14 C -1.2179 -1.0744 -1.5949
15 C -2.4481 -0.7095 -2.1227
16 C -3.5809 -1.4540 -1.8212
17 C -3.4797 -2.5636 -0.9932
18 C -2.2453 -2.9309 -0.4757
19 C 0.9145 -4.1272 -1.1477
20 C 2.0007 -4.9342 -0.8076
21 C 2.4200 -5.9512 -1.6512
22 C 1.7629 -6.1804 -2.8512
23 C 0.6835 -5.3837 -3.2018
24 C 0.2682 -4.3619 -2.3614
25 H -0.1691 -2.4195 4.7583
26 H -0.4226 -4.8877 5.0486
27 H -0.3422 -6.3543 3.0506
28 H 0.0402 -5.3821 0.8303
29 H -0.3402 -0.4759 -1.8094
30 H -2.5189 0.1628 -2.7593
31 H -4.5435 -1.1664 -2.2276
32 H -4.3628 -3.1417 -0.7478
33 H -2.1672 -3.7946 0.1752
34 H 2.5433 -4.7484 0.1090
35 H 3.2832 -6.5455 -1.3799
36 H 2.1059 -6.9607 -3.5196
37 H 0.1745 -5.5386 -4.1455
38 H -0.5527 -3.7290 -2.6694
39 Se 5.2835 0.7835 -1.6324
40 Sb 4.9318 -1.5902 -2.0961
41 Se 2.5813 -1.4418 -2.9128
42 Se 4.2361 -2.3766 0.2246
43 Se 6.5252 -3.0396 -3.1605
44 F 0.5891 9.3060 0.4606
45 C 0.6909 7.9499 0.4946
46 C 0.7182 7.2529 -0.6934
47 C 0.8205 5.8672 -0.6420
48 C 0.8892 5.1806 0.5685
49 C 0.8716 5.9343 1.7404
50 C 0.7672 7.3193 1.7184
51 Sb 1.1577 3.0073 0.6256
52 C -0.5577 2.6947 1.8975
53 C -0.4038 3.0008 3.2468
54 C -1.4393 2.8325 4.1537
55 C -2.6307 2.3240 3.6864
56 F -3.6514 2.1447 4.5656
57 C -2.8144 1.9645 2.3698
58 C -1.7655 2.1466 1.4800
59 C 0.2428 2.7447 -1.2977
60 C 0.9837 2.1112 -2.2956
61 C 0.4657 1.9191 -3.5719
62 C -0.7993 2.3956 -3.8349
63 F -1.3279 2.2144 -5.0709
64 C -1.5626 3.0491 -2.8852
65 C -1.0304 3.2178 -1.6150
66 H 0.6598 7.7856 -1.6336
67 H 0.8398 5.3161 -1.5751
68 H 0.9303 5.4433 2.7039
69 H 0.7462 7.9045 2.6285
70 H 0.5556 3.3396 3.6231
71 H -1.3166 3.0438 5.2073
72 H -3.7441 1.5068 2.0587
73 H -1.8872 1.8006 0.4625
74 H 1.9853 1.7401 -2.0973
75 H 1.0342 1.3957 -4.3292
76 H -2.5509 3.4075 -3.1427
77 H -1.6168 3.7384 -0.8669

Atom charges from the Mulliken analysis, given in e for atoms 1 to 5:
1 Sn 0.99
2 O -0.76
3 S 1.40
4 O -0.16
5 O -0.81


(5)
C36H26F5N9S2Zr as an isolated structure, computed with the ωB97M-V functional and the def2-TZVPD basis.

## Properties
DFT total energy ... -87692.8501 eV
LUMO energy ... -0.2554 hartree
Frontier orbital gap ... 5.583 eV
Relative energy (zero: lowest compared OMol25 entry of this formula, charge and spin) ... 36.6 kJ/mol
Net charge ... +2

Element x y z (Å)
1 Zr 0.2054 0.0702 0.2265
2 C 4.1204 -2.8201 -2.3692
3 S 2.6693 -3.6788 -1.7449
4 C 1.9467 -2.5391 -0.6757
5 S 2.6116 -0.9663 -0.3822
6 N 0.8681 -3.0225 -0.1045
7 N 0.2484 -2.1006 0.7038
8 C -0.5155 -2.5521 1.6273
9 C -1.0629 -1.5974 2.6033
10 C -1.8301 -2.0061 3.6722
11 C -2.2205 -1.0575 4.6129
12 C -1.8128 0.2541 4.4553
13 C -1.0439 0.5827 3.3479
14 N -0.6853 -0.3153 2.4345
15 H 4.5863 -3.5293 -3.0514
16 H 4.8166 -2.5880 -1.5675
17 H 3.8435 -1.9209 -2.9140
18 H -0.6605 -3.6229 1.7391
19 H -2.1086 -3.0467 3.7727
20 H -2.8233 -1.3479 5.4632
21 H -2.0763 1.0173 5.1737
22 H -0.7039 1.5995 3.1893
23 N 1.3922 3.3640 1.2002
24 C 0.4102 3.4263 0.2311
25 C 0.1739 4.7023 -0.3000
26 C -0.7369 4.8571 -1.3062
27 C -1.4184 3.7321 -1.7800
28 C -1.1602 2.5307 -1.1969
29 N -0.2654 2.3439 -0.1727
30 C 2.0278 2.3363 1.8635
31 C 3.0725 2.7086 2.7236
32 C 3.7061 1.7504 3.4625
33 C 3.2889 0.4178 3.3587
34 C 2.2843 0.1274 2.4906
35 N 1.6468 1.0664 1.7214
36 H 1.8092 4.2623 1.3872
37 H 0.7317 5.5484 0.0797
38 H -0.9161 5.8359 -1.7314
39 H -2.1335 3.7945 -2.5869
40 H -1.6717 1.6473 -1.5424
41 H 3.3619 3.7490 2.7917
42 H 4.5167 2.0256 4.1246
43 H 3.7508 -0.3721 3.9319
44 H 1.9467 -0.8906 2.3758
45 N -7.1601 -1.3241 -0.4110
46 C -8.4838 -0.9821 -0.2236
47 C -9.6755 -1.6312 -0.5585
48 C -10.8341 -0.9792 -0.2120
49 C -10.8230 0.2743 0.4429
50 C -9.6473 0.9034 0.7652
51 C -8.4521 0.2558 0.4215
52 N -7.1447 0.6577 0.6207
53 C -6.4178 -0.3020 0.1166
54 C -4.9592 -0.2628 0.1260
55 C -4.1545 -1.2818 -0.3712
56 C -2.7827 -1.1494 -0.3320
57 N -2.1588 -0.0692 0.1695
58 C -2.9482 0.9099 0.6675
59 C -4.3150 0.8558 0.6663
60 H -6.8254 -2.1602 -0.8555
61 H -9.6933 -2.5894 -1.0599
62 H -11.7861 -1.4362 -0.4472
63 H -11.7667 0.7409 0.6903
64 H -9.6299 1.8626 1.2646
65 H -4.5658 -2.1861 -0.7982
66 H -2.1557 -1.9343 -0.7254
67 H -2.4464 1.7700 1.0897
68 H -4.9046 1.6654 1.0741
69 F -1.1884 -2.0503 -2.5534
70 C -0.3545 -1.0620 -2.9331
71 C 0.1953 -0.1755 -2.0254
72 C 1.0726 0.7400 -2.5859
73 F 1.7367 1.5866 -1.7406
74 C 1.3860 0.8333 -3.9203
75 F 2.2486 1.7337 -4.3751
76 C 0.7873 -0.0684 -4.7877
77 F 1.0566 -0.0215 -6.0802
78 C -0.0798 -1.0246 -4.2912
79 F -0.6363 -1.8961 -5.1217

Atom charges from the Mulliken analysis, given in e for atoms 1 to 5:
1 Zr -0.75
2 C -0.80
3 S 0.08
4 C 0.44
5 S -0.36